[1]
{"formula": "C28H33GeN3O3PbTe", "method": "ωB97M-V/def2-TZVPD", "fmax_ha_per_bohr": 0.0097, "de_lowest_kcal_mol": 20.0, "total_charge": -2, "gap_ha": 0.205, "e_tot_ha": -4014.57768, "multiplicity": 1, "elements": ["Pb", "O", "C", "C", "C", "C", "C", "C", "C", "O", "N", "N", "C", "C", "C", "C", "C", "C", "C", "O", "H", "H", "H", "H", "H", "H", "H", "H", "H", "H", "N", "C", "H", "C", "C", "C", "C", "C", "C", "Te", "C", "C", "C", "H", "H", "H", "H", "H", "H", "H", "H", "H", "H", "H", "C", "Ge", "C", "C", "C", "H", "H", "H", "H", "H", "H", "H", "H", "H", "H", "H"], "coordinates": [[0.93, 0.84, -1.23], [-0.78, -0.17, -6.30], [-0.10, -1.31, -6.46], [0.16, -1.76, -7.76], [0.86, -2.93, -7.96], [1.32, -3.68, -6.87], [1.06, -3.23, -5.59], [0.35, -2.05, -5.36], [0.06, -1.56, -3.97], [-0.56, -0.46, -3.84], [0.49, -2.35, -2.99], [0.23, -1.80, -1.74], [-0.07, -2.65, -0.84], [-0.38, -2.35, 0.56], [-0.57, -3.46, 1.39], [-0.93, -3.35, 2.71], [-1.12, -2.07, 3.24], [-0.93, -0.96, 2.46], [-0.54, -1.04, 1.10], [-0.39, 0.07, 0.44], [-0.82, -0.05, -5.29], [-0.21, -1.17, -8.59], [1.06, -3.27, -8.97], [1.88, -4.59, -7.03], [1.40, -3.79, -4.73], [-0.13, -3.70, -1.11], [-0.44, -4.44, 0.95], [-1.06, -4.24, 3.32], [-1.38, -1.94, 4.29], [-1.04, 0.03, 2.88], [3.10, -1.21, -3.15], [3.55, -0.13, -3.11], [2.27, -1.83, -3.02], [-0.11, 1.11, 6.64], [0.64, 0.97, 5.34], [1.18, -0.24, 4.94], [1.87, -0.39, 3.74], [2.37, -1.76, 3.37], [2.06, 0.73, 2.90], [3.20, 0.52, 1.11], [1.51, 1.96, 3.29], [1.63, 3.17, 2.42], [0.81, 2.06, 4.49], [-0.23, 0.14, 7.13], [-1.10, 1.53, 6.49], [0.42, 1.77, 7.34], [1.03, -1.12, 5.57], [1.95, -2.51, 4.04], [3.46, -1.80, 3.41], [2.08, -2.00, 2.35], [1.18, 2.98, 1.45], [2.68, 3.41, 2.23], [1.14, 4.03, 2.88], [0.38, 3.02, 4.77], [-3.10, 1.47, -0.91], [-1.99, 2.97, -0.28], [-3.04, 4.60, -0.75], [-1.92, 2.96, 1.69], [-0.22, 2.95, -1.03], [-4.08, 1.49, -0.43], [-2.61, 0.52, -0.66], [-3.23, 1.52, -1.99], [-4.02, 4.60, -0.27], [-3.20, 4.65, -1.83], [-2.50, 5.50, -0.45], [-2.92, 3.05, 2.12], [-1.31, 3.78, 2.05], [-1.47, 2.02, 2.02], [0.41, 3.68, -0.51], [-0.25, 3.25, -2.09]]}

[2]
{"formula": "C28H33HgN6S", "method": "ωB97M-V/def2-TZVPD", "fmax_ha_per_bohr": 0.0036, "de_lowest_kcal_mol": 0.0, "gap_ha": [0.224, 0.285], "s2": 0.759, "e_tot_ha": -1966.92740, "multiplicity": 2, "elements": ["Hg", "C", "C", "N", "N", "C", "N", "S", "C", "C", "C", "C", "C", "N", "H", "H", "H", "H", "H", "H", "H", "H", "H", "C", "C", "C", "C", "C", "C", "C", "C", "N", "C", "C", "C", "C", "N", "C", "C", "C", "C", "C", "C", "C", "C", "H", "H", "H", "H", "H", "H", "H", "H", "H", "H", "H", "H", "H", "H", "H", "H", "H", "H", "H", "H", "H", "H", "H", "H"], "coordinates": [[-0.51, -0.22, 0.46], [3.41, -0.85, 3.14], [2.40, -0.73, 2.04], [1.13, -0.72, 2.22], [0.64, -0.82, 3.47], [-0.64, -1.11, 3.53], [-1.15, -1.25, 4.77], [-1.76, -1.44, 2.22], [2.85, -0.63, 0.63], [4.20, -0.47, 0.31], [4.58, -0.41, -1.02], [3.61, -0.52, -2.00], [2.29, -0.67, -1.60], [1.92, -0.72, -0.33], [2.90, -1.05, 4.08], [3.98, 0.07, 3.24], [4.11, -1.66, 2.93], [-0.58, -0.96, 5.55], [-2.15, -1.28, 4.88], [4.93, -0.40, 1.10], [5.62, -0.29, -1.28], [3.87, -0.49, -3.05], [1.50, -0.76, -2.34], [-2.35, 2.57, 2.59], [-0.95, 3.10, 2.59], [-0.45, 3.83, 3.66], [0.85, 4.32, 3.65], [1.66, 4.08, 2.56], [1.20, 3.35, 1.47], [2.07, 3.08, 0.28], [-0.11, 2.87, 1.49], [-0.55, 2.06, 0.42], [-1.22, 2.54, -0.62], [-1.65, 3.99, -0.68], [-1.53, 1.67, -1.69], [-2.35, 2.20, -2.84], [-1.13, 0.39, -1.63], [-1.16, -0.44, -2.77], [-0.37, -0.13, -3.89], [0.47, 1.12, -3.95], [-0.36, -1.01, -4.97], [-1.10, -2.18, -4.95], [-1.87, -2.47, -3.84], [-1.91, -1.62, -2.74], [-2.76, -1.96, -1.55], [-2.83, 2.75, 3.56], [-2.37, 1.50, 2.39], [-2.96, 3.05, 1.82], [-1.09, 4.02, 4.52], [1.22, 4.89, 4.49], [2.68, 4.46, 2.54], [3.07, 3.48, 0.42], [1.65, 3.52, -0.63], [2.15, 2.00, 0.09], [-1.26, 4.55, 0.16], [-2.74, 4.07, -0.67], [-1.30, 4.46, -1.60], [-3.30, 2.61, -2.47], [-2.58, 1.41, -3.55], [-1.84, 3.00, -3.37], [0.80, 1.43, -2.96], [-0.08, 1.96, -4.38], [1.35, 0.96, -4.58], [0.26, -0.78, -5.83], [-1.08, -2.85, -5.80], [-2.47, -3.38, -3.82], [-3.47, -2.75, -1.79], [-3.32, -1.09, -1.19], [-2.15, -2.31, -0.71]]}

[3]
{"formula": "C28H33MoN5OS", "method": "ωB97M-V/def2-TZVPD", "fmax_ha_per_bohr": 0.0432, "total_charge": 4, "gap_ha": [0.233, 0.244], "s2": 2.016, "e_tot_ha": -1900.77844, "multiplicity": 3, "elements": ["Mo", "C", "C", "C", "C", "N", "C", "C", "C", "C", "C", "C", "N", "C", "C", "C", "C", "C", "N", "H", "H", "H", "H", "H", "H", "H", "H", "H", "H", "H", "C", "C", "N", "C", "C", "C", "C", "N", "H", "H", "H", "H", "H", "H", "H", "H", "H", "H", "H", "H", "H", "H", "C", "S", "O", "C", "C", "C", "C", "C", "C", "H", "H", "H", "H", "H", "H", "H", "H"], "coordinates": [[0.25, 0.78, 0.66], [-3.39, 3.10, 0.21], [-3.92, 3.14, 1.49], [-3.28, 2.45, 2.51], [-2.12, 1.75, 2.23], [-1.59, 1.73, 0.98], [-2.23, 2.39, -0.01], [-1.34, 0.95, 3.18], [-1.65, 0.77, 4.52], [-0.80, 0.00, 5.31], [0.34, -0.55, 4.74], [0.61, -0.32, 3.40], [-0.23, 0.40, 2.62], [1.82, -0.76, 2.69], [2.85, -1.48, 3.26], [3.99, -1.75, 2.52], [4.06, -1.27, 1.21], [2.99, -0.58, 0.69], [1.87, -0.33, 1.40], [-3.88, 3.61, -0.61], [-4.82, 3.70, 1.70], [-3.68, 2.46, 3.52], [-1.80, 2.31, -1.01], [-2.54, 1.20, 4.95], [-1.02, -0.16, 6.35], [1.01, -1.14, 5.35], [2.77, -1.82, 4.29], [4.81, -2.32, 2.94], [4.94, -1.45, 0.61], [3.02, -0.23, -0.33], [-0.96, -4.91, -1.81], [-1.66, -3.59, -2.15], [-1.74, -2.68, -0.98], [-2.84, -2.92, -0.03], [-2.43, -3.66, 1.24], [-0.85, -1.75, -0.77], [0.26, -1.52, -1.77], [-0.88, -0.97, 0.33], [-0.80, -5.47, -2.74], [-1.56, -5.53, -1.15], [0.01, -4.74, -1.35], [-2.68, -3.80, -2.47], [-1.16, -3.10, -2.98], [-3.59, -3.51, -0.56], [-3.31, -1.96, 0.21], [-2.04, -4.65, 1.01], [-3.31, -3.79, 1.86], [-1.67, -3.13, 1.81], [0.87, -2.42, -1.88], [0.90, -0.70, -1.45], [-0.15, -1.28, -2.75], [-1.64, -1.22, 0.95], [1.31, 4.50, -1.04], [2.25, 2.98, -1.09], [1.17, 1.93, -0.41], [2.27, 2.59, -2.80], [1.08, 2.50, -3.54], [1.18, 2.37, -4.92], [2.43, 2.34, -5.53], [3.59, 2.42, -4.78], [3.52, 2.54, -3.40], [0.43, 4.42, -1.67], [1.98, 5.26, -1.45], [1.08, 4.77, -0.01], [0.12, 2.52, -3.06], [0.27, 2.31, -5.51], [2.49, 2.25, -6.61], [4.56, 2.39, -5.27], [4.43, 2.62, -2.81]]}